Molecular formula: C37H90NO10P
Method: DFT, ωB97M-V/def2-TZVPD

The geometry in ORCA input format:
```
! RIJCOSX wB97M-V def2-TZVPD def2/J DEFGRID3
* xyz 0 1
C 1.809 1.425 -2.433
C 3.143 0.883 -1.829
C 3.119 -0.700 -1.837
C 4.511 -1.167 -1.314
C 4.704 -2.717 -1.156
C 3.419 -3.536 -0.792
C 3.021 -4.555 -1.933
C 2.882 -3.914 -3.353
C 1.392 -3.776 -3.830
C 0.494 -2.988 -2.812
C -0.657 -3.835 -2.191
C -1.416 -2.947 -1.118
P -3.264 -3.278 -1.037
N -2.921 -4.778 -0.115
C -3.767 -1.638 -1.863
C -3.559 -0.386 -0.946
C -3.087 -1.335 -3.243
C -3.363 -2.417 -4.354
C -2.325 -2.234 -5.521
H 1.658 2.498 -2.200
H 1.804 1.270 -3.529
H 0.937 0.887 -2.003
H 3.134 1.158 -0.749
H 4.053 1.274 -2.320
H 2.940 -0.969 -2.901
H 2.268 -0.973 -1.187
H 5.253 -0.834 -2.077
H 4.772 -0.592 -0.401
H 5.199 -3.169 -2.041
H 5.429 -2.856 -0.322
H 2.566 -2.930 -0.441
H 3.697 -4.189 0.068
H 3.869 -5.272 -1.989
H 2.130 -5.154 -1.652
H 3.348 -4.631 -4.070
H 3.421 -2.960 -3.486
H 0.958 -4.763 -4.082
H 1.408 -3.193 -4.780
H 0.025 -2.150 -3.365
H 1.120 -2.603 -1.986
H -1.368 -4.177 -2.972
H -0.231 -4.737 -1.709
H -1.148 -1.877 -1.225
H -1.007 -3.267 -0.137
H -3.967 -4.046 -2.016
H -3.985 -2.827 0.131
H -2.517 -5.517 -0.685
H -3.732 -5.113 0.395
H -4.867 -1.707 -2.065
H -4.120 -0.474 0.009
H -3.934 0.492 -1.519
H -2.488 -0.185 -0.745
H -2.003 -1.114 -3.160
H -3.547 -0.394 -3.631
H -4.366 -2.190 -4.772
H -3.373 -3.450 -3.965
H -1.345 -1.863 -5.158
H -2.169 -3.179 -6.083
H -2.712 -1.503 -6.258
C -6.269 1.148 -10.293
O -5.265 0.253 -9.844
C -4.520 0.772 -8.749
C -4.965 0.153 -7.435
O -6.285 0.556 -7.092
C -7.247 -0.451 -7.356
H -6.913 0.609 -10.988
H -6.879 1.518 -9.466
H -5.812 1.991 -10.820
H -4.595 1.862 -8.708
H -3.472 0.511 -8.923
H -4.305 0.510 -6.638
H -4.887 -0.938 -7.473
H -7.154 -1.261 -6.625
H -7.144 -0.854 -8.367
H -8.237 -0.005 -7.258
C -3.011 -1.069 3.320
O -2.465 0.096 2.722
C -3.421 1.139 2.582
C -3.238 2.203 3.650
O -3.559 1.701 4.941
C -2.401 1.395 5.702
H -2.187 -1.737 3.570
H -3.561 -0.834 4.235
H -3.674 -1.579 2.613
H -4.440 0.741 2.600
H -3.254 1.593 1.600
H -3.930 3.027 3.447
H -2.220 2.604 3.628
H -1.912 2.320 6.026
H -1.695 0.783 5.136
H -2.713 0.838 6.586
C 7.161 2.068 -0.814
O 7.369 0.665 -0.813
C 8.428 0.272 -1.677
C 9.693 -0.038 -0.897
O 10.237 1.135 -0.305
C 9.957 1.224 1.083
H 6.482 2.308 0.004
H 8.094 2.616 -0.667
H 6.697 2.378 -1.757
H 8.617 1.037 -2.436
H 8.100 -0.639 -2.189
H 10.447 -0.424 -1.589
H 9.505 -0.806 -0.141
H 10.561 0.497 1.635
H 8.898 1.059 1.294
H 10.227 2.226 1.417
C 3.661 -1.217 8.111
O 2.489 -1.927 7.745
C 1.301 -1.184 7.993
C 0.745 -0.587 6.713
O 1.603 0.423 6.197
C 2.378 -0.030 5.099
H 4.519 -1.759 7.714
H 3.665 -0.205 7.700
H 3.748 -1.172 9.201
H 1.477 -0.405 8.740
H 0.567 -1.885 8.402
H -0.212 -0.106 6.937
H 0.564 -1.365 5.965
H 1.744 -0.141 4.213
H 2.874 -0.979 5.318
H 3.140 0.721 4.892
C -3.779 5.055 6.732
O -2.387 5.329 6.688
C -2.002 6.016 5.504
C -1.785 7.495 5.768
O -3.006 8.150 6.088
C -3.143 8.396 7.478
H -4.026 4.711 7.736
H -4.375 5.943 6.511
H -4.024 4.259 6.020
H -2.741 5.868 4.711
H -1.057 5.575 5.172
H -1.402 7.962 4.855
H -1.043 7.643 6.559
H -2.468 9.202 7.785
H -2.941 7.500 8.069
H -4.170 8.712 7.663
*
```

Results
structure (SMILES)	CCCCCCCCCCCC[PH2](N)[C@@H](C)CCC.COCCOC.COCCOC.COCCOC.COCCOC.COCCOC
largest force on an atom	0.04195	Eh/bohr
molar mass	740.10	g/mol
calculated total energy	-71074.102	eV
highest occupied orbital energy	-0.3037	hartree

Molecular formula: C8H14NO2S
Method: DFT, ωB97M-V/def2-TZVPD

The geometry in ORCA input format:
```
! RIJCOSX wB97M-V def2-TZVPD def2/J DEFGRID3
* xyz 1 1
C -3.497 -0.908 0.013
C 0.111 4.031 -0.193
C -0.360 2.968 0.495
C -2.101 -1.447 0.132
C -1.791 1.154 0.307
C 1.131 0.046 -0.510
C 0.628 -2.357 -0.142
C 0.226 -0.949 0.238
N -1.069 -0.613 -0.376
O -4.523 -1.541 -0.014
O -1.193 2.144 -0.260
S -3.531 0.880 -0.043
H 0.711 4.890 0.104
H -0.055 4.203 -1.191
H -0.375 2.605 1.451
H -2.049 -1.698 1.133
H -2.253 -2.493 -0.220
H -1.624 1.047 1.426
H 1.326 -0.339 -1.593
H 0.795 1.013 -0.513
H 2.064 0.012 -0.003
H 0.555 -2.406 -1.159
H -0.032 -3.023 0.438
H 1.603 -2.453 0.023
H 0.247 -0.690 1.250
H -0.884 -0.419 -1.332
*
```

Results
largest force on an atom	0.09528	Eh/bohr
molar mass	188.27	g/mol
calculated total energy	-24932.872	eV
highest occupied orbital energy	-0.5018	hartree

Molecular formula: C2H8OS
Method: DFT, ωB97M-V/def2-TZVPD

The geometry in ORCA input format:
```
! RIJCOSX wB97M-V def2-TZVPD def2/J DEFGRID3
* xyz 0 1
C -0.284 0.846 1.570
S 0.695 -0.192 0.457
C 1.185 0.957 -0.851
H -0.045 1.902 1.579
H -0.102 0.497 2.577
H -1.341 0.681 1.373
H 2.053 1.529 -0.529
H 1.529 0.274 -1.619
H 0.425 1.623 -1.215
O -1.843 -1.433 -1.447
H -1.356 -1.617 -0.628
H -2.494 -0.753 -1.203
*
```

Results
structure (SMILES)	CSC.O
largest force on an atom	0.02021	Eh/bohr
molar mass	80.15	g/mol
calculated total energy	-15086.183	eV
highest occupied orbital energy	-0.3189	hartree

Molecular formula: C5H15N3
Method: DFT, ωB97M-V/def2-TZVPD

The geometry in ORCA input format:
```
! RIJCOSX wB97M-V def2-TZVPD def2/J DEFGRID3
* xyz 0 1
C 1.203 0.104 -1.907
C 1.632 -0.028 -0.453
C 0.997 1.010 0.489
C -0.468 0.706 0.858
N -0.561 -0.541 1.573
C -1.852 -1.104 1.664
N -2.592 -1.422 0.501
N 1.779 1.314 -2.506
H 0.121 0.185 -1.901
H 1.610 -0.758 -2.440
H 2.708 0.046 -0.381
H 1.367 -0.994 -0.022
H 1.569 0.935 1.419
H 1.071 2.024 0.096
H -0.821 1.569 1.437
H -1.042 0.640 -0.067
H -0.643 -1.633 -0.394
H -1.731 -2.044 2.209
H -2.460 -0.454 2.308
H -2.929 -0.600 -0.009
H -1.410 -1.471 -0.035
H 1.602 1.304 -3.495
H 1.379 2.150 -2.092
*
```

Results
largest force on an atom	0.03412	Eh/bohr
molar mass	117.20	g/mol
calculated total energy	-9892.371	eV
highest occupied orbital energy	-0.3191	hartree

Molecular formula: C39H39F13O39
Method: DFT, ωB97M-V/def2-TZVPD

The geometry in ORCA input format:
```
! RIJCOSX wB97M-V def2-TZVPD def2/J DEFGRID3
* xyz 0 1
C 10.414 3.990 18.037
C 9.586 3.792 19.270
O 10.052 4.841 20.128
C 11.217 5.314 19.764
O 11.875 6.120 20.328
O 11.500 4.835 18.504
F 9.936 2.584 19.855
H 9.750 4.435 17.234
H 10.845 3.087 17.707
H 8.540 3.921 19.176
C 12.706 4.933 13.509
C 11.395 4.858 14.257
O 11.647 5.589 15.482
C 12.999 5.752 15.559
O 13.467 6.208 16.590
O 13.698 5.135 14.545
F 11.078 3.567 14.624
H 12.708 5.816 12.830
H 13.063 3.996 13.052
H 10.548 5.297 13.743
C 18.341 8.985 18.152
C 18.987 10.171 18.833
O 18.065 11.207 18.582
C 17.345 10.932 17.504
O 16.539 11.660 17.049
O 17.624 9.670 17.067
F 20.145 10.437 18.201
H 17.608 8.526 18.805
H 19.046 8.347 17.690
H 19.169 10.215 19.864
C 9.272 7.789 21.176
C 8.101 6.957 21.770
O 7.090 7.953 21.698
C 7.516 9.169 21.582
O 6.797 10.117 21.598
O 8.887 9.138 21.387
F 8.349 6.599 23.079
H 9.318 7.469 20.104
H 10.247 7.603 21.588
H 7.865 6.083 21.113
C 11.527 13.849 21.994
C 10.475 13.389 20.962
O 10.805 11.934 20.809
C 11.867 11.613 21.555
O 12.364 10.522 21.515
O 12.362 12.686 22.209
F 10.666 14.060 19.764
H 11.141 14.100 22.972
H 12.025 14.702 21.523
H 9.444 13.596 21.275
C 13.758 7.022 22.664
C 15.044 6.721 23.556
O 16.146 7.206 22.663
C 15.620 8.063 21.766
O 16.239 8.832 21.023
O 14.257 8.006 21.741
F 15.165 5.410 23.643
H 12.981 7.529 23.211
H 13.545 6.026 22.293
H 15.005 7.282 24.478
C 9.881 8.313 16.307
C 8.764 8.043 15.263
O 7.802 7.415 16.029
C 8.338 6.854 17.172
O 7.790 6.094 17.915
O 9.613 7.277 17.276
F 9.306 7.008 14.373
H 9.911 9.322 16.731
H 10.906 8.146 15.959
H 8.443 8.863 14.684
C 14.401 13.722 17.672
C 15.070 14.646 16.674
O 15.027 15.900 17.298
C 14.215 15.869 18.363
O 13.941 16.776 19.068
O 13.747 14.624 18.577
F 14.332 14.722 15.535
H 15.065 13.063 18.174
H 13.641 13.248 17.115
H 16.035 14.321 16.253
C 15.732 4.964 17.690
C 15.685 6.244 18.592
O 17.059 6.475 18.730
C 17.715 5.277 18.688
O 18.867 5.226 19.015
O 16.882 4.315 18.205
F 15.169 5.975 19.876
H 16.003 5.399 16.734
H 14.854 4.350 17.709
H 15.158 7.074 18.143
C 12.873 8.620 19.236
C 13.951 9.715 19.385
O 13.283 10.846 18.908
C 12.046 10.593 18.339
O 11.358 11.379 17.816
O 11.886 9.260 18.388
F 14.968 9.453 18.476
H 12.483 8.340 20.216
H 13.383 7.801 18.742
H 14.386 9.864 20.375
C 11.288 13.365 15.009
C 10.213 14.122 15.832
O 9.388 13.043 16.256
C 9.523 11.966 15.458
O 8.784 11.067 15.356
O 10.619 12.109 14.681
F 9.516 14.944 14.987
H 12.126 13.115 15.698
H 11.561 13.858 14.092
H 10.472 14.779 16.665
C 8.322 11.398 19.012
C 7.386 10.356 18.366
O 6.167 11.015 18.272
C 6.168 12.189 18.922
O 5.265 12.932 18.959
O 7.416 12.371 19.463
F 7.341 9.172 19.184
H 9.179 11.855 18.452
H 8.845 10.991 19.916
H 7.657 9.879 17.407
C 13.994 10.502 15.485
C 14.925 9.365 15.037
O 15.570 9.874 13.929
C 14.912 10.993 13.510
O 15.199 11.617 12.547
O 14.030 11.358 14.455
F 14.121 8.288 14.684
H 14.395 10.953 16.406
H 12.954 10.180 15.589
H 15.705 9.092 15.760
*
```

Results
largest force on an atom	0.08939	Eh/bohr
molar mass	1378.68	g/mol
calculated total energy	-156257.747	eV
highest occupied orbital energy	-0.4055	hartree

Molecular formula: C7H16N2
Method: DFT, ωB97M-V/def2-TZVPD

The geometry in ORCA input format:
```
! RIJCOSX wB97M-V def2-TZVPD def2/J DEFGRID3
* xyz 0 1
C 1.679 1.523 0.458
C 1.320 0.404 -0.507
N 2.550 -0.442 -0.782
C 0.065 -0.318 -0.092
C -1.174 0.409 -0.552
C -2.567 -0.384 -0.391
N -1.225 1.763 0.153
C 0.055 -1.844 0.018
C 0.104 -1.076 1.287
H 2.293 2.246 -0.268
H 0.693 1.977 0.583
H 2.129 1.364 1.425
H 1.013 1.093 -1.366
H 2.358 -1.416 -1.207
H 3.071 -0.620 0.102
H -0.954 0.617 -1.587
H -2.670 -0.615 0.564
H -2.481 -1.443 -0.890
H -3.393 0.151 -1.054
H -1.195 1.472 1.133
H -2.136 2.057 -0.049
H -0.858 -2.402 -0.269
H 1.023 -2.260 -0.460
H 1.056 -0.980 1.881
H -0.756 -1.277 1.868
*
```

Results
structure (SMILES)	C[C@@H](N)C1([C@@H](C)N)CC1
largest force on an atom	0.14546	Eh/bohr
molar mass	128.22	g/mol
calculated total energy	-10495.885	eV
highest occupied orbital energy	-0.3366	hartree

Molecular formula: CH4OP2
Method: DFT, ωB97M-V/def2-TZVPD

The geometry in ORCA input format:
```
! RIJCOSX wB97M-V def2-TZVPD def2/J DEFGRID3
* xyz 0 1
C 1.220 -0.211 -0.183
P -0.397 0.634 -0.419
P -1.875 -0.909 0.201
O -3.074 -0.075 0.337
H 1.876 0.522 -0.615
H 1.360 -1.100 -0.894
H 1.661 -0.421 0.831
H -0.771 1.561 0.742
*
```

Results
structure (SMILES)	C[PH]#P=O
largest force on an atom	0.03952	Eh/bohr
molar mass	93.99	g/mol
calculated total energy	-21725.748	eV
highest occupied orbital energy	-0.3159	hartree